A molecular structure, C15H26AuNO4Si2Te, computed with wB97M-V/def2-TZVPD.

As for the frontier orbital gap: 0.2920 Ha. The HOMO energy is -16.47 eV. The value obtained for the total energy is -1925.0194 a.u. As for the energy relative to the best compared isomer or geometry (same formula, charge and spin): 0.000 eV. Its largest force on an atom is 0.43 eV/A. The charge is +2. The spin multiplicity is 1. The value obtained for the lowest unoccupied orbital energy is -8.5 eV.

XYZ file:
```
50
Properties=species:S:1:pos:R:3:mulliken_charge:R:1
Au 1.828 -2.172 -2.000 0.076
O -3.932 -3.320 -0.573 -0.428
C -2.703 -2.838 -0.561 0.192
O -2.075 -2.515 -1.541 -0.574
C -2.122 -2.768 0.820 0.440
C -2.707 -3.441 1.880 -0.641
C -2.018 -3.536 3.082 -0.499
C -0.765 -2.957 3.176 -0.819
C -0.289 -2.259 2.077 0.802
N -0.943 -2.145 0.924 0.158
C 1.008 -1.543 2.174 0.079
O 1.783 -1.635 3.065 -0.469
O 1.287 -0.685 1.132 -0.552
H -4.242 -3.394 -1.491 0.397
H -3.668 -3.916 1.743 0.560
H -2.447 -4.071 3.919 0.495
H -0.162 -3.009 4.072 0.542
C 3.497 2.184 -2.954 -1.055
Si 3.473 1.203 -1.381 0.179
C 4.485 1.933 -0.013 -1.063
C 4.043 -0.563 -1.745 -1.089
C 1.640 1.230 -0.739 -0.614
Te 0.479 -0.510 -0.615 1.197
C -1.318 0.403 -1.212 -0.911
Si -2.156 1.615 0.083 0.258
C -2.115 3.287 -0.714 -1.087
C -1.160 1.565 1.669 -0.960
C -3.873 0.949 0.337 -0.991
H 4.520 2.297 -3.320 0.361
H 3.100 3.190 -2.795 0.360
H 2.915 1.716 -3.752 0.348
H 5.502 2.145 -0.347 0.372
H 4.549 1.262 0.847 0.355
H 4.051 2.876 0.326 0.365
H 5.090 -0.556 -2.062 0.370
H 3.529 -0.980 -2.644 0.134
H 3.998 -1.229 -0.876 0.473
H 1.070 1.961 -1.317 0.539
H 1.657 1.547 0.307 0.256
H -1.964 -0.385 -1.590 0.591
H -0.860 0.964 -2.037 0.748
H -1.105 3.694 -0.790 0.351
H -2.706 3.995 -0.128 0.361
H -2.550 3.261 -1.716 0.361
H -0.328 2.273 1.659 0.301
H -0.766 0.577 1.920 0.272
H -1.800 1.842 2.510 0.476
H -4.522 1.198 -0.506 0.348
H -4.313 1.395 1.232 0.366
H -3.897 -0.135 0.466 0.265
```

---

2 unconnected molecules or ions with the total composition C3H5N2O at a distorted geometry, computed with wB97M-V/def2-TZVPD.

As for the frontier orbital gap: 0.4589 Ha. The HOMO energy is -17.76 eV. The value obtained for the total energy is -301.7565 a.u. As for the energy relative to the best compared isomer or geometry (same formula, charge and spin): 1.981 eV. Its largest force on an atom is 2.62 eV/A. The charge is +1. The spin multiplicity is 1. The value obtained for the lowest unoccupied orbital energy is -5.3 eV.

XYZ file:
```
11
Properties=species:S:1:pos:R:3:mulliken_charge:R:1
C -1.148 -0.590 1.454 0.681
C -0.205 0.551 -0.316 -1.210
C -0.065 -0.696 0.557 -0.110
N -1.677 -3.502 2.388 -0.251
N -1.234 -2.584 2.011 0.257
O -2.013 -0.056 1.946 -0.109
H -0.987 0.380 -0.962 0.420
H -0.442 1.607 0.028 0.376
H 0.748 0.622 -0.803 0.340
H 0.837 -0.433 1.067 0.279
H -0.093 -1.671 0.035 0.328
```

---

3 unconnected molecules or ions with the total composition C24H33BCl2FIN2O10P at a distorted geometry, computed with wB97M-V/def2-TZVPD.

As for the frontier orbital gap: 0.2485 Ha. The HOMO energy is -11.49 eV. The value obtained for the total energy is -3480.0636 a.u. Its largest force on an atom is 3.00 eV/A. The charge is +1. The spin multiplicity is 1. The value obtained for the lowest unoccupied orbital energy is -4.7 eV.

XYZ file:
```
75
Properties=species:S:1:pos:R:3:mulliken_charge:R:1
C 0.626 -3.293 3.181 -0.181
C 0.472 -2.298 2.507 -1.566
C 0.276 -0.961 1.727 2.267
C 0.630 -1.173 0.235 -0.892
C 2.140 -1.243 -0.156 -0.246
C 2.923 -2.459 0.414 -1.115
I 2.114 -4.380 -0.233 -0.014
C -1.287 -0.700 2.000 0.885
C -2.286 -1.822 1.563 -1.342
C -2.478 -1.996 0.011 -0.329
C -3.992 -2.275 -0.353 -0.434
O -4.017 -3.013 -1.579 -0.495
N -1.781 0.502 1.234 -0.310
C -2.738 1.069 1.791 0.704
O -3.775 1.369 2.240 -0.432
C -1.134 -0.447 3.582 -0.517
C -2.249 -0.514 4.651 -0.954
C -3.105 -1.818 4.656 0.528
O -4.290 -1.723 4.590 -0.396
Cl -2.335 -3.450 4.731 -0.127
N 0.103 -0.206 3.893 0.634
F 0.441 -0.241 5.189 -0.224
C 0.999 0.063 2.674 1.053
C 0.783 1.621 2.488 -1.323
B 1.317 2.232 1.097 0.392
O 2.297 3.265 1.151 -0.507
O 0.869 1.867 -0.171 -0.268
P 2.751 -0.338 3.374 0.184
O 3.893 -0.075 2.193 -0.431
Cl 3.232 1.124 4.823 -0.220
H 0.986 -4.029 3.906 0.455
H 0.147 -0.460 -0.473 0.005
H 0.193 -2.165 -0.053 0.345
H 2.157 -1.354 -1.270 0.368
H 2.606 -0.251 0.045 0.112
H 3.995 -2.478 0.108 0.667
H 2.943 -2.499 1.531 0.167
H -3.302 -1.596 1.990 0.650
H -2.037 -2.833 1.973 0.199
H -2.069 -1.183 -0.624 -0.182
H -1.918 -2.922 -0.284 0.480
H -4.405 -2.934 0.449 0.335
H -4.525 -1.307 -0.451 0.311
H -3.496 -3.823 -1.451 0.328
H -1.887 -0.339 5.688 0.495
H -2.931 0.352 4.427 0.305
H -0.294 1.921 2.574 0.408
H 1.289 2.200 3.304 0.292
H 1.776 4.080 1.006 0.291
H -0.095 1.722 -0.173 0.200
H 3.658 0.714 1.663 0.385
O 0.210 -1.527 -2.608 -0.578
C -0.680 -1.315 -3.392 0.498
O -1.721 -2.156 -3.572 -0.311
C -2.550 -1.680 -4.645 -0.426
C -2.249 -0.198 -4.749 -0.624
C -0.789 -0.136 -4.329 -0.193
H -2.286 -2.223 -5.555 0.287
H -3.595 -1.874 -4.410 0.330
H -2.441 0.212 -5.740 0.356
H -2.860 0.356 -4.033 0.262
H -0.113 -0.291 -5.173 0.320
H -0.552 0.795 -3.817 0.092
O 0.436 4.082 -3.224 -0.575
C 1.633 4.181 -3.209 0.463
O 2.349 4.796 -4.182 -0.384
C 3.753 4.644 -3.919 -0.416
C 3.851 4.367 -2.431 -0.638
C 2.558 3.616 -2.158 0.629
H 4.131 3.814 -4.522 0.239
H 4.277 5.554 -4.205 0.357
H 4.750 3.816 -2.154 0.376
H 3.852 5.310 -1.878 0.288
H 2.667 2.542 -2.323 0.126
H 2.181 3.811 -1.163 -0.417
```

---

8 unconnected molecules or ions with the total composition C30H49N2O24P at a distorted geometry, computed with wB97M-V/def2-TZVPD.

As for the frontier orbital gap: 0.3661 Ha. The HOMO energy is -9.47 eV. The value obtained for the total energy is -3429.3067 a.u. As for the energy relative to the best compared isomer or geometry (same formula, charge and spin): 0.000 eV. Its largest force on an atom is 1.78 eV/A. The charge is 0. The spin multiplicity is 1. The value obtained for the lowest unoccupied orbital energy is 0.5 eV. The SMILES is C[C@@H]1COC(=O)O1.C[C@@H]1COC(=O)O1.C[C@@H]1COC(=O)O1.C[C@@H]1COC(=O)O1.C[C@@H]1COC(=O)O1.C[C@@H]1COC(=O)O1.C[C@@H]1COC(=O)O1.NCOC(=O)N[PH2]=O.

XYZ file:
```
106
Properties=species:S:1:pos:R:3:mulliken_charge:R:1
N 0.459 -0.962 -0.796 -0.473
C -0.799 -0.941 -1.523 0.061
O -1.300 0.383 -1.546 -0.320
C -2.310 0.608 -0.676 0.371
O -2.134 1.222 0.362 -0.445
N -3.567 0.126 -1.135 -0.270
P -4.103 -1.373 -0.508 0.525
O -3.951 -2.452 -1.495 -0.681
H 0.250 -0.594 0.125 0.220
H 0.693 -1.930 -0.613 0.147
H -1.527 -1.621 -1.083 0.105
H -0.639 -1.298 -2.528 0.225
H -4.270 0.850 -1.076 0.392
H -3.355 -1.612 0.649 0.096
H -5.438 -1.254 -0.124 0.053
C 2.402 -4.066 -5.019 -1.386
C 2.183 -4.588 -3.626 0.592
C 0.742 -4.688 -3.182 -0.132
O 0.863 -4.539 -1.749 -0.385
C 1.977 -3.821 -1.509 0.626
O 2.272 -3.370 -0.447 -0.587
O 2.704 -3.671 -2.631 -0.242
H 3.460 -3.859 -5.187 0.348
H 2.062 -4.787 -5.755 0.337
H 1.861 -3.130 -5.167 0.355
H 2.702 -5.542 -3.491 0.227
H 0.270 -5.631 -3.426 0.071
H 0.132 -3.866 -3.562 0.232
C -4.952 2.345 4.857 -1.080
C -4.492 1.219 3.975 0.541
C -4.413 1.556 2.509 -0.462
O -4.604 0.261 1.895 -0.200
C -5.338 -0.490 2.760 0.561
O -5.812 -1.543 2.480 -0.544
O -5.440 0.120 3.952 -0.426
H -5.138 1.992 5.871 0.507
H -4.203 3.127 4.894 0.141
H -5.880 2.774 4.490 0.184
H -3.540 0.815 4.332 0.214
H -3.460 1.974 2.207 0.368
H -5.222 2.215 2.188 0.266
C 0.640 6.209 5.887 -1.472
C -0.307 5.039 5.947 0.519
C -1.004 4.698 4.652 -0.580
O -2.221 4.083 5.115 -0.278
C -2.492 4.606 6.343 0.612
O -3.512 4.460 6.928 -0.505
O -1.439 5.322 6.795 -0.374
H 0.968 6.486 6.888 0.361
H 1.516 5.958 5.291 0.381
H 0.153 7.081 5.449 0.352
H 0.199 4.161 6.357 0.250
H -0.446 4.005 4.029 0.370
H -1.266 5.583 4.068 0.280
C -9.018 4.114 7.626 -1.468
C -8.093 4.981 6.811 0.514
C -8.731 6.183 6.154 -0.509
O -7.883 6.385 5.013 -0.356
C -7.342 5.188 4.689 0.694
O -6.725 4.971 3.700 -0.504
O -7.598 4.277 5.655 -0.328
H -8.516 3.193 7.919 0.367
H -9.336 4.640 8.525 0.387
H -9.901 3.837 7.048 0.348
H -7.226 5.279 7.408 0.260
H -8.741 7.071 6.781 0.304
H -9.744 5.975 5.800 0.305
C -0.088 -11.079 -6.263 -1.455
C 0.433 -9.861 -5.546 0.513
C -0.442 -9.332 -4.434 -0.546
O -0.093 -7.937 -4.423 -0.276
C 0.318 -7.607 -5.670 0.614
O 0.506 -6.495 -6.042 -0.522
O 0.479 -8.714 -6.423 -0.360
H 0.515 -11.290 -7.145 0.358
H -0.060 -11.947 -5.605 0.380
H -1.114 -10.923 -6.598 0.353
H 1.451 -10.038 -5.186 0.250
H -0.241 -9.781 -3.466 0.328
H -1.506 -9.418 -4.663 0.307
C 5.627 -2.087 -1.599 -1.462
C 6.741 -1.797 -2.570 0.598
C 7.168 -0.352 -2.655 -0.502
O 7.678 -0.262 -3.994 -0.298
C 7.038 -1.203 -4.737 0.614
O 7.094 -1.279 -5.917 -0.535
O 6.330 -2.032 -3.935 -0.322
H 5.266 -3.106 -1.723 0.259
H 5.971 -1.961 -0.573 0.436
H 4.777 -1.426 -1.768 0.356
H 7.600 -2.444 -2.370 0.240
H 7.938 -0.085 -1.935 0.343
H 6.325 0.337 -2.558 0.264
C 8.537 4.721 -4.551 -1.437
C 8.311 4.187 -3.161 0.596
C 6.867 4.069 -2.733 -0.424
O 6.967 4.192 -1.307 -0.319
C 8.074 4.929 -1.035 0.635
O 8.349 5.363 0.031 -0.522
O 8.815 5.094 -2.158 -0.364
H 9.594 4.926 -4.714 0.352
H 8.204 3.996 -5.293 0.377
H 7.995 5.655 -4.701 0.359
H 8.832 3.233 -3.033 0.204
H 6.414 3.120 -3.005 0.222
H 6.248 4.887 -3.108 0.323
```

---

A molecular structure, C2H2FNdO at a distorted geometry, computed with wB97M-V/def2-TZVPD.

As for the frontier orbital gap (spin up / spin down): 0.2103 / 0.2505 Ha. The HOMO energy (spin up / spin down) is -17.91 / -17.93 eV. The value obtained for the total energy is -813.2233 a.u. As for the energy relative to the best compared isomer or geometry (same formula, charge and spin): 0.000 eV. Its largest force on an atom is 4.03 eV/A. The charge is +2. The spin multiplicity is 4. The value obtained for the lowest unoccupied orbital energy (spin up / spin down) is -12.2 / -11.1 eV. The expectation value of S² is 3.75.

XYZ file:
```
7
Properties=species:S:1:pos:R:3:mulliken_charge:R:1
C -0.157 2.012 -0.408 -0.666
C -0.071 0.721 -0.448 0.754
O -0.012 -0.457 -0.520 -0.546
H -1.141 2.478 -0.476 0.280
H 0.758 2.603 -0.340 0.280
F 0.568 -4.411 1.805 -0.430
Nd 0.055 -2.946 0.387 2.329
```

---

C4H4N2O in the gas phase at a distorted geometry, computed with wB97M-V/def2-TZVPD.

As for the frontier orbital gap: 0.3415 Ha. The HOMO energy is -9.22 eV. The value obtained for the total energy is -339.5216 a.u. As for the energy relative to the best compared isomer or geometry (same formula, charge and spin): 1.634 eV. Its largest force on an atom is 4.71 eV/A. The charge is 0. The spin multiplicity is 1. The value obtained for the lowest unoccupied orbital energy is 0.1 eV. The SMILES is O=Cc1cnc[nH]1.

XYZ file:
```
11
Properties=species:S:1:pos:R:3:mulliken_charge:R:1
O 0.672 0.930 -2.477 -0.522
C 1.105 0.138 -1.662 0.126
C 0.403 -0.194 -0.246 0.197
C 0.323 -1.093 0.851 -0.322
N -0.700 -0.733 1.691 -0.558
C -1.220 0.353 1.153 -0.116
N -0.580 0.699 0.028 -0.059
H 1.909 -0.492 -1.353 0.298
H 0.907 -1.978 1.107 0.385
H -2.061 0.920 1.524 0.370
H -0.758 1.450 -0.617 0.200
```